{"formula": "C23H41FN4O6S", "method": "ωB97M-V/def2-TZVPD", "species": ["H", "O", "H", "H", "N", "C", "N", "C", "H", "C", "O", "C", "C", "H", "O", "C", "H", "H", "H", "H", "H", "H", "F", "H", "H", "C", "S", "O", "H", "H", "C", "H", "O", "C", "H", "C", "N", "H", "H", "H", "C", "C", "C", "C", "H", "H", "C", "N", "H", "H", "H", "H", "C", "H", "H", "H", "H", "H", "C", "H", "H", "C", "H", "O", "H", "C", "H", "C", "H", "H", "H", "H", "C", "C", "H", "C"], "coordinates": [[-5.194, -0.161, 2.471], [1.560, -1.292, -5.365], [-4.210, -3.702, 3.091], [0.273, 4.777, -2.626], [-2.221, 5.287, -0.372], [0.988, 0.630, -3.908], [-4.265, -1.833, 0.273], [-3.490, -1.709, -0.961], [-3.969, -0.931, -1.558], [-3.818, -2.906, 1.154], [-1.771, -0.035, -0.356], [-0.100, 4.820, -1.597], [-1.617, 4.908, -1.678], [-1.404, -0.798, 1.556], [5.182, -2.253, 3.713], [-1.771, 0.101, 1.055], [-1.596, -1.374, -1.843], [2.586, -0.390, 2.452], [0.993, -1.132, 2.201], [5.046, -0.396, 2.764], [1.540, -1.317, -0.258], [-4.210, -0.956, 0.773], [-0.675, 0.910, -6.050], [-1.110, 0.932, 1.308], [-5.573, -2.801, 2.422], [0.818, -0.446, -4.949], [3.316, 3.126, -1.867], [-2.362, -0.373, -3.748], [1.871, -2.917, 3.853], [3.055, 1.063, -3.909], [2.828, -2.901, 3.321], [3.470, -2.480, 1.450], [3.381, -0.352, -0.018], [2.027, -1.114, 1.845], [-1.436, 1.941, -2.023], [-4.484, -2.814, 2.513], [2.591, -2.455, 1.950], [4.804, -0.876, -1.373], [3.574, -1.073, 4.283], [-3.580, -2.641, -1.527], [2.048, -0.619, 0.413], [-0.446, 1.785, -2.424], [0.413, 3.512, -0.899], [3.844, -2.128, 4.160], [-0.359, 3.135, -0.228], [0.354, 5.683, -1.111], [5.564, -1.355, 2.687], [-0.595, -0.346, -5.385], [-2.064, 4.000, -2.078], [3.172, -3.936, 3.260], [6.636, -1.177, 2.785], [-2.733, -2.872, 1.318], [-4.966, -0.666, 3.416], [4.019, -2.253, -0.587], [-5.888, -1.063, 3.849], [-4.065, -3.869, 0.699], [-2.485, 6.262, -0.429], [-1.443, -2.085, -0.259], [-0.284, 0.868, -3.411], [5.396, -1.794, 1.700], [3.154, -1.321, -1.843], [1.911, 2.219, -2.486], [-3.100, 4.783, -0.317], [-4.003, -1.688, 3.240], [-1.850, 5.709, -2.390], [2.089, 1.277, -3.474], [1.337, 3.734, -0.373], [0.656, 2.468, -1.973], [-2.768, 0.355, 1.425], [4.061, 2.093, -1.416], [-4.548, 0.068, 4.104], [3.828, -2.564, 5.162], [-2.012, -1.349, -0.840], [3.852, -1.255, -1.003], [1.509, 0.333, 0.371], [-1.282, -0.010, -4.123]], "atomic_forces_ev_per_a": [[-0.15, 0.00, 0.02], [-0.61, 0.83, 0.39], [-0.03, -0.01, 0.00], [0.10, 0.29, 0.03], [-0.18, -0.71, -0.57], [-1.09, -1.77, -1.38], [0.15, -0.14, 0.01], [-0.20, 0.21, 0.09], [0.07, -0.03, -0.09], [-0.08, 0.31, 0.00], [0.06, -0.13, 0.19], [0.30, -1.08, -0.05], [0.17, 1.43, 0.24], [-0.09, -0.05, 0.00], [-0.10, 0.18, -0.05], [0.03, 0.27, -0.16], [0.03, -0.01, -0.01], [-0.14, 0.14, 0.00], [0.02, 0.00, 0.03], [-0.08, -0.02, -0.04], [0.10, -0.09, 0.00], [-0.04, 0.01, 0.02], [0.20, 0.08, -0.08], [0.03, -0.02, -0.04], [0.00, 0.14, -0.06], [1.05, 0.28, -0.27], [0.32, 0.10, -0.01], [0.85, 0.15, -0.98], [0.00, 0.07, 0.01], [0.09, 0.07, 0.08], [0.08, -0.12, -0.20], [0.00, -0.01, -0.03], [-0.03, -0.20, -0.23], [0.25, -0.19, -0.10], [0.04, 0.08, 0.25], [0.32, -0.30, 0.07], [-0.05, 0.14, 0.10], [0.00, 0.03, 0.04], [0.03, 0.04, -0.15], [0.05, -0.02, 0.03], [-0.14, 0.43, 0.21], [-1.05, -0.29, -0.02], [-0.26, 0.40, -0.85], [-0.09, -0.18, 0.25], [0.14, 0.11, 0.24], [-0.32, 0.14, 0.01], [0.21, -0.21, 0.06], [-0.88, -1.43, -0.34], [0.07, -0.12, 0.13], [-0.01, 0.00, 0.08], [-0.02, -0.01, 0.05], [0.02, -0.18, 0.07], [0.18, -0.02, 0.03], [-0.06, -0.07, -0.11], [-0.04, 0.03, -0.05], [0.02, 0.00, -0.03], [0.08, 0.06, 0.20], [-0.07, 0.06, 0.19], [-0.23, -0.56, -0.33], [-0.07, 0.16, -0.07], [0.00, -0.07, 0.00], [1.10, 0.15, 0.37], [-0.03, 0.09, 0.34], [-0.25, 0.13, -0.05], [-0.01, -0.25, -0.21], [1.04, -0.09, -0.16], [-0.13, -0.17, 0.24], [-0.46, 1.08, 1.67], [0.01, -0.12, 0.15], [-0.33, 0.01, -0.17], [0.05, -0.03, 0.00], [0.02, -0.01, -0.01], [0.05, -0.16, -0.14], [0.06, 0.13, 0.08], [-0.05, -0.02, -0.04], [0.02, 1.08, 1.14]], "lowdin_charge": [0.0776, 0.1689, 0.1210, 0.1117, -0.0002, -0.1005, -0.0481, -0.1912, 0.1158, -0.2144, -0.1955, -0.1747, -0.2772, 0.0815, -0.1771, -0.0894, 0.0918, 0.1081, 0.1127, 0.0884, 0.1242, 0.0659, -0.0047, 0.0845, 0.1219, -0.2974, 0.8432, 0.1657, 0.1177, 0.1328, -0.1978, 0.0673, -0.2064, -0.2075, 0.1257, -0.2155, -0.0475, 0.0894, 0.1106, 0.1245, -0.2072, 0.0407, -0.1532, -0.2276, 0.1085, 0.1109, -0.1000, 0.0744, 0.0968, 0.1188, 0.0881, 0.1050, -0.1165, 0.0806, 0.0877, 0.1242, 0.0596, 0.1147, -0.0821, 0.0713, 0.0828, -0.5116, 0.0578, -0.1960, 0.1065, -0.0261, 0.0659, -0.2377, 0.0745, -0.1225, 0.0880, 0.1207, -0.2174, -0.1068, 0.1163, -0.2953], "smiles": "NCCCc1cc2c(cc1S)C(=O)N(F)C2=O.COCCNCCOC.COCCNCCOC", "de_lowest_kcal_mol": 0.0, "charge": 0, "orbital_gap_ha": 0.2910}

{"formula": "C23H41FP2Pd", "method": "ωB97M-V/def2-TZVPD", "species": ["H", "C", "H", "H", "H", "H", "H", "H", "C", "C", "H", "H", "H", "H", "H", "C", "C", "H", "C", "H", "H", "C", "C", "H", "C", "H", "H", "C", "H", "H", "C", "C", "H", "C", "H", "C", "H", "C", "F", "H", "H", "C", "H", "H", "H", "H", "C", "C", "H", "P", "H", "C", "C", "H", "H", "H", "H", "P", "H", "C", "Pd", "H", "H", "H", "H", "H", "C", "C"], "coordinates": [[-1.902, 1.807, 2.428], [0.671, -1.236, -1.081], [-0.774, 2.158, 3.756], [1.439, 3.732, -2.920], [2.420, -1.894, 4.410], [-0.050, 0.899, -5.372], [0.932, 3.420, -4.613], [2.030, -3.096, 3.156], [-1.191, -3.667, 3.501], [-2.457, 1.592, -4.045], [-2.268, -3.772, 3.628], [-0.662, -4.015, 4.391], [-0.250, 3.342, -3.266], [-3.539, 1.428, -3.986], [-2.230, 2.360, -3.295], [-1.714, -1.093, 2.970], [-0.935, 0.093, 3.253], [-1.566, 1.021, 0.365], [0.075, 0.392, -4.397], [-1.452, -1.039, -0.777], [0.638, 2.160, 1.782], [0.453, -1.705, 3.588], [-1.521, 1.440, 3.390], [-3.240, -1.359, -4.738], [1.616, -2.517, 3.994], [1.302, -3.250, 4.752], [-2.199, 1.965, -5.046], [1.314, 0.603, 4.348], [-3.510, -1.944, 2.243], [3.107, 1.379, 1.744], [-0.833, -2.254, 3.218], [-2.191, -1.100, -4.919], [-2.372, 1.452, 4.096], [-0.528, -0.456, -0.679], [-3.613, -0.185, 2.562], [2.017, -0.552, -0.891], [2.784, -1.251, -1.251], [0.335, -0.313, 3.695], [0.345, -3.157, 0.593], [1.728, 3.099, 0.765], [0.693, -2.203, -0.442], [0.305, 1.904, -0.337], [0.584, -1.610, -2.116], [2.080, 0.297, -1.596], [-2.063, -0.688, -5.931], [2.919, -0.924, 1.085], [2.314, 1.071, 1.050], [1.244, 2.109, 0.863], [-0.282, 2.827, -0.476], [-1.592, 0.028, -3.587], [0.575, -0.582, -4.548], [2.440, -0.142, 0.483], [0.784, 3.126, -3.564], [0.930, 1.764, -1.252], [1.532, 1.491, 3.740], [3.085, 0.178, -4.272], [2.823, 1.749, -5.091], [1.193, 1.356, -3.333], [-0.888, -4.311, 2.663], [-0.657, 0.807, -0.208], [-1.485, -2.175, 1.241], [3.599, 1.674, -3.470], [2.266, 0.094, 4.526], [-3.579, -1.349, 3.926], [-1.614, -2.031, -4.825], [0.944, 0.952, 5.328], [-3.190, -1.134, 2.918], [2.833, 1.234, -4.123]], "atomic_forces_ev_per_a": [[-0.01, 0.00, 0.19], [0.41, -0.40, -0.32], [-0.29, -0.19, -0.12], [-0.11, -0.17, -0.28], [-0.30, -0.34, -0.11], [0.20, 0.00, 0.38], [0.02, -0.28, 0.22], [-0.20, 0.11, 0.06], [-0.43, -0.01, -0.31], [-0.02, 0.13, 0.24], [0.03, -0.15, 0.16], [-0.13, -0.09, -0.07], [0.26, -0.12, -0.13], [0.17, -0.02, -0.09], [-0.05, -0.06, -0.20], [1.11, 0.21, 1.46], [-0.70, -0.62, 0.39], [0.02, 0.17, -0.62], [-0.06, -0.57, 0.74], [-0.28, -0.04, 0.26], [0.19, -0.05, -0.15], [-0.21, -0.45, -0.03], [0.03, 0.64, -0.03], [0.15, 0.14, -0.10], [0.36, -0.11, 0.12], [0.21, 0.15, -0.11], [-0.11, -0.13, 0.22], [0.45, 0.01, 0.01], [-0.56, -0.01, 0.20], [-0.76, -0.51, 0.58], [0.50, 1.11, 1.79], [0.22, -0.12, 0.11], [0.30, -0.10, -0.24], [0.06, -0.02, 0.71], [0.08, -0.32, 0.12], [-0.28, -0.53, -0.52], [-0.12, 0.12, 0.05], [0.34, 0.67, 0.10], [-1.66, -0.34, 1.54], [-0.30, -0.28, 0.10], [-0.12, 1.47, -1.03], [0.61, 0.91, 0.07], [-0.11, 0.16, 0.14], [0.32, 0.00, 0.33], [-0.13, -0.12, 0.29], [0.70, 0.44, -0.62], [0.24, -0.29, 0.19], [0.68, 0.76, -0.83], [0.31, -0.17, -0.08], [-0.33, -0.01, -1.07], [-0.18, 0.36, -0.02], [-0.20, 0.40, 0.60], [-0.20, 0.16, 0.83], [-0.47, 0.27, 0.78], [-0.16, -0.19, 0.14], [-0.04, 0.20, 0.01], [-0.17, -0.03, 0.21], [0.23, 1.03, -2.94], [0.13, -0.11, 0.11], [-0.66, -1.73, 0.39], [1.78, -0.85, -3.45], [-0.16, -0.02, -0.24], [-0.20, 0.19, -0.02], [-0.14, -0.10, -0.33], [-0.15, 0.17, -0.16], [0.00, -0.14, -0.36], [-0.44, 0.27, 0.00], [0.36, -0.44, 0.74]], "lowdin_charge": [0.0890, -0.2252, 0.0932, 0.0709, 0.0884, 0.0850, 0.0784, 0.1136, -0.0068, -0.2940, 0.0948, 0.1066, 0.0406, 0.0495, 0.0179, -0.3203, -0.1564, 0.1029, -0.4994, 0.0669, 0.0925, -0.1387, -0.0070, 0.0470, 0.0128, 0.1041, 0.0541, 0.0042, 0.0849, 0.1165, -0.2798, -0.2915, 0.1184, -0.2239, 0.1035, -0.2059, 0.1331, -0.1410, -0.4394, 0.1283, 0.0578, -0.2099, 0.1084, 0.0249, 0.0551, 0.1184, -0.1017, -0.1604, 0.1328, 0.8607, 0.0644, -0.0705, -0.2042, 0.0240, 0.0785, 0.0650, 0.0758, 0.9958, 0.1055, -0.1128, 1.0021, 0.0700, 0.0845, 0.1325, 0.0424, 0.1205, -0.0244, -0.2027], "s_squared": 6.0146, "de_lowest_kcal_mol": 46.4, "charge": 2, "multiplicity": 5, "orbital_gap_ha": [0.3023, 0.1864]}

{"formula": "C23H41GaNO6S2", "method": "ωB97M-V/def2-TZVPD", "species": ["C", "C", "C", "H", "H", "H", "C", "H", "C", "H", "O", "C", "H", "H", "O", "H", "H", "C", "H", "H", "C", "H", "H", "N", "C", "O", "H", "H", "H", "C", "H", "O", "H", "C", "C", "H", "C", "C", "O", "H", "C", "C", "S", "H", "O", "H", "C", "H", "H", "S", "C", "C", "H", "H", "H", "Ga", "H", "C", "H", "C", "H", "H", "H", "H", "H", "H", "H", "H", "H", "H", "C", "H", "C", "H"], "coordinates": [[-3.686, 1.527, 2.987], [-2.961, 2.470, -2.549], [-0.974, -6.189, 4.212], [4.819, -1.119, -3.000], [-1.008, -6.466, 5.264], [1.641, 4.954, 3.337], [7.099, -0.975, -4.604], [-1.116, 5.798, 1.415], [-3.090, 3.796, -1.708], [-3.075, -6.202, 1.526], [0.003, 0.505, -1.003], [0.883, 4.782, 2.524], [-1.913, -7.860, 3.183], [-4.911, 0.138, 4.297], [-2.111, -3.990, 5.080], [-0.599, 0.452, -2.985], [8.065, -1.267, -5.018], [-3.950, 0.303, 3.757], [-0.668, 3.025, 0.209], [-3.160, -1.744, 4.369], [4.853, -1.659, -3.948], [6.660, -2.717, -3.359], [-1.619, -3.893, 1.750], [-0.458, 4.848, 3.184], [-2.982, -0.794, 3.822], [1.459, 1.491, 0.425], [4.085, -2.430, -3.968], [-1.315, -6.215, 1.464], [-4.486, 2.307, 2.963], [-0.721, 1.136, -2.093], [-0.934, -1.415, 3.090], [0.060, -3.802, 3.808], [-2.520, 1.150, -0.729], [-1.546, 5.059, 2.159], [1.187, 1.161, -0.697], [-2.440, 5.584, 2.604], [-2.099, -6.805, 3.388], [-1.702, -0.609, 3.090], [3.962, 0.704, -4.696], [-3.127, -4.101, 2.678], [-3.585, 3.599, -0.223], [-2.285, 1.242, -1.818], [-1.217, -4.428, 4.037], [0.003, -6.433, 3.791], [3.987, -1.174, -6.382], [7.292, -0.375, -3.711], [6.253, -2.195, -4.225], [6.225, -2.899, -5.062], [-3.961, 2.155, -2.935], [4.564, -0.479, -5.258], [6.291, -0.152, -5.613], [-2.419, 1.711, 2.240], [6.489, -0.468, -6.637], [0.988, 5.508, 1.683], [-2.296, 2.716, -3.429], [-1.987, 3.360, 1.091], [-3.872, 4.429, -2.230], [-1.453, 0.607, 2.334], [-2.717, 0.315, -2.300], [2.265, 1.504, -1.803], [-2.154, 4.412, -1.704], [6.484, 0.914, -5.510], [-4.219, 2.668, -0.151], [2.562, 0.600, -2.388], [1.860, 2.338, -2.427], [-0.282, 2.118, -2.395], [-0.494, 0.688, 1.774], [1.048, 3.733, 2.154], [-0.609, 3.893, 3.522], [-4.211, 4.459, 0.130], [-2.129, -4.498, 2.498], [3.191, 1.897, -1.311], [-2.174, -5.978, 2.098], [-3.046, -6.727, 3.930]], "atomic_forces_ev_per_a": [[1.48, -1.82, 0.11], [1.04, 0.26, 0.41], [-0.10, -0.50, -0.03], [-0.06, 0.03, -0.07], [0.05, 0.19, 0.01], [-0.38, 0.12, -0.91], [0.09, -0.01, 0.10], [-0.56, -0.59, 0.64], [-1.18, 0.46, 0.26], [0.05, 0.03, 0.02], [0.96, 1.35, -0.23], [-0.07, -1.02, 0.84], [-0.02, 0.04, 0.02], [0.76, 0.42, -0.51], [0.20, 0.01, 0.03], [-0.03, 0.73, 0.73], [-0.05, 0.04, 0.02], [1.52, -0.35, -0.81], [-0.19, 0.05, -0.01], [0.01, 0.93, -0.34], [0.18, -0.34, 0.24], [-0.03, 0.01, -0.04], [-0.02, 0.15, 0.20], [-0.09, 0.00, -0.73], [1.22, 2.26, -1.79], [-0.41, -0.87, -0.13], [-0.09, 0.16, -0.07], [-0.03, 0.01, 0.05], [0.84, -0.68, -0.01], [-0.88, -0.44, -1.17], [-0.66, 0.70, 0.11], [-0.13, 0.03, 0.27], [0.34, 0.42, -0.84], [0.08, 0.68, -0.47], [1.09, 0.64, 0.10], [0.86, -0.50, -0.12], [-0.09, -0.01, -0.06], [-1.91, 1.08, 0.18], [-0.12, -0.11, -0.32], [0.12, 0.08, 0.10], [0.08, -0.47, -0.09], [0.22, -0.75, -0.55], [0.16, 0.19, -0.12], [-0.02, 0.08, 0.03], [-0.06, 0.18, 0.03], [-0.03, -0.03, -0.04], [0.06, -0.04, -0.07], [-0.03, 0.01, 0.05], [0.74, 0.31, 0.37], [-0.06, 0.07, 0.27], [0.54, 0.06, -0.05], [-0.72, -1.95, 1.72], [-0.15, 0.01, 0.03], [-0.10, -0.49, 0.78], [-0.84, -0.33, 0.52], [-0.37, 0.10, -0.34], [0.88, -0.55, 0.18], [-1.52, -0.32, 0.81], [0.33, 0.82, 0.59], [-0.56, -0.13, 0.18], [-0.54, -0.73, -0.16], [-0.19, -0.02, -0.09], [0.39, 0.87, -0.12], [-0.56, 0.87, 0.10], [0.42, -0.94, 0.10], [-0.42, -0.65, 0.67], [-0.83, 0.00, 0.50], [0.12, 1.04, -0.16], [0.06, 0.45, 0.16], [0.41, -0.60, -0.49], [-0.25, -0.19, -0.48], [-1.05, -0.40, -0.12], [0.03, -0.09, -0.02], [0.06, -0.01, 0.02]], "lowdin_charge": [-0.1163, -0.2150, -0.2395, 0.1081, 0.1053, 0.0613, -0.2201, 0.0351, -0.3174, 0.1123, -0.0527, -0.1771, 0.1107, 0.0736, -0.3208, 0.1237, 0.1119, -0.1249, 0.0029, 0.0598, -0.2326, 0.1150, 0.1077, -0.2162, -0.1066, 0.0695, 0.1103, 0.1152, 0.0824, -0.1920, 0.0679, -0.3231, 0.0892, -0.3309, -0.5120, 0.0336, -0.2295, -0.0928, -0.3220, 0.1073, -0.2905, -0.1703, 0.6490, 0.1054, -0.3199, 0.1179, -0.2256, 0.1185, 0.0995, 0.6610, -0.2250, -0.2207, 0.1029, 0.0696, 0.1008, 0.4349, 0.0876, -0.1183, 0.1027, 0.0030, 0.0824, 0.1027, 0.0409, 0.0632, 0.0819, 0.1091, 0.0649, 0.0566, 0.0559, 0.0329, -0.2200, 0.0861, -0.2184, 0.1180], "charge": -1, "orbital_gap_ha": 0.2028}